The following is a DFT calculation (wB97M-V/def2-TZVPD) of C3H2ClN3O7 in the gas phase at a distorted geometry.

Properties
* calculated total energy: -1266.2743 Eh
* molar mass: 227.516 g/mol
* HOMO level (spin up / spin down): -11.361 / -11.361 eV
* SMILES: O=C(CCl)O[N+]([O-])=C([N+](=O)[O-])[N+](=O)[O-]
* max |F|: 0.079 Eh/bohr
* LUMO level (spin up / spin down): -2.35 / -2.35 eV

The geometry in ORCA input format:
```
! wB97M-V def2-TZVPD RIJCOSX def2/J DEFGRID3
* xyz 0 1
O 1.339 2.491 -1.086
C 1.196 1.418 -0.614
C 1.129 0.118 -1.440
Cl -0.384 0.179 -2.390
O 0.993 1.286 0.711
N 0.654 0.010 1.148
O 1.502 -0.637 1.724
C -0.593 -0.367 0.807
N -1.026 -1.800 1.108
O -2.071 -1.963 1.644
O -0.379 -2.641 0.522
N -1.634 0.617 0.450
O -1.487 1.760 0.858
O -2.578 0.234 -0.183
H 2.012 0.175 -2.272
H 1.325 -0.881 -0.987
*
```